No. 1
{"formula": "C18H21Cl3N2O8S6Sc", "method": "ωB97M-V/def2-TZVPD", "homo_lumo_gap_ev": [5.69, 5.65], "e_lumo_ev": [1.3, 1.2], "fmax_ha_per_bohr": 0.0236, "charge": -1, "elements": ["Sc", "Cl", "Cl", "Cl", "S", "S", "S", "S", "S", "S", "O", "O", "O", "O", "O", "O", "O", "O", "N", "N", "C", "C", "C", "C", "C", "C", "C", "C", "C", "C", "C", "C", "C", "C", "C", "C", "C", "C", "H", "H", "H", "H", "H", "H", "H", "H", "H", "H", "H", "H", "H", "H", "H", "H", "H", "H", "H", "H", "H"], "positions_angstrom": [[0.4093, 0.0658, 0.2934], [4.9177, 1.9143, -2.4086], [5.0916, 3.4777, 0.6620], [5.8213, 0.6361, 0.7287], [-1.6415, -1.7195, 0.9106], [0.7512, 1.3361, 2.9751], [0.0170, 4.5825, 2.4306], [0.2581, 4.0272, 0.5561], [1.4626, -2.3041, 2.4400], [0.7716, 3.1813, 3.7002], [-1.1177, -0.6694, 1.7968], [1.0304, -1.6851, 3.6550], [-3.0660, -1.8203, 0.8175], [1.5553, -1.1888, -1.3553], [1.3842, -1.3944, 1.2422], [0.6987, 1.2676, -2.1350], [2.7337, -2.9745, 2.4328], [-0.9454, -1.4979, -0.3944], [2.2384, 1.2360, 0.2748], [-1.5134, 1.3598, -0.0925], [-0.3307, -5.8842, 2.2239], [-1.5805, -5.6424, 1.6880], [-1.0443, -3.2988, 1.4935], [1.3861, 0.4516, -3.0816], [-1.9337, -4.3520, 1.3236], [-5.0204, 3.7865, -0.5670], [0.5623, -4.8378, 2.3966], [0.2205, -3.5399, 2.0423], [-3.2072, 2.7593, 0.8368], [-2.0722, 1.9833, 0.9540], [4.7082, 1.8591, 0.3518], [2.9520, -1.5154, -1.2615], [-2.0975, 1.4948, -1.2842], [-3.8080, 2.9210, -0.4041], [-3.2322, 2.2589, -1.4800], [1.1058, -0.9666, -2.6828], [1.0380, 2.6405, -2.3273], [3.3666, 1.5005, 0.2600], [1.5888, -1.6717, -3.3683], [3.1418, -2.3941, -1.8861], [-4.7885, 4.8171, -0.2965], [-1.5773, 1.8481, 1.9073], [1.5471, -5.0098, 2.8063], [0.0318, -1.1697, -2.6694], [2.1007, 2.7984, -2.1384], [-2.9080, -4.1418, 0.9090], [3.5773, -0.6831, -1.5956], [-3.6029, 3.2468, 1.7175], [-1.6309, 0.9733, -2.1079], [0.4277, 3.2228, -1.6427], [-5.8249, 3.4498, 0.0866], [3.1491, -1.7589, -0.2212], [1.0062, 0.6479, -4.0946], [-2.2848, -6.4521, 1.5510], [-5.3829, 3.7759, -1.5933], [-0.0438, -6.8873, 2.5115], [-3.6590, 2.3337, -2.4714], [0.8051, 2.9263, -3.3587], [2.4573, 0.6798, -3.0568]], "forces_ev_per_angstrom": [[-0.424, 0.385, -0.055], [-0.234, -0.168, 0.060], [0.032, 0.071, 0.011], [0.086, -0.050, -0.026], [0.046, -0.112, -0.133], [-0.040, -0.078, 0.107], [-0.112, 0.248, -0.165], [0.148, 0.186, 0.149], [-0.233, 0.015, -0.225], [0.098, -0.180, 0.074], [-0.126, -0.045, -0.001], [0.076, -0.036, -0.020], [0.038, -0.018, -0.029], [0.048, 0.074, 0.210], [0.413, -0.020, 0.465], [0.020, -0.308, -0.060], [-0.021, -0.123, 0.036], [-0.180, -0.001, -0.058], [1.137, -0.028, -0.429], [0.028, -0.013, 0.019], [0.093, -0.019, 0.029], [-0.082, 0.038, -0.040], [-0.048, -0.004, 0.031], [-0.046, 0.104, 0.045], [0.033, -0.038, 0.018], [-0.031, 0.017, -0.018], [-0.037, 0.012, -0.015], [0.068, -0.085, 0.048], [0.021, -0.085, 0.011], [-0.088, -0.002, -0.078], [-0.162, -0.038, -0.081], [-0.005, -0.010, -0.092], [-0.040, -0.030, 0.097], [0.049, -0.003, 0.029], [0.020, -0.004, -0.025], [0.005, -0.166, -0.090], [-0.125, 0.081, -0.014], [-0.500, 0.154, 0.240], [-0.020, 0.039, 0.060], [-0.004, 0.050, 0.045], [0.012, 0.025, 0.008], [-0.054, 0.003, -0.030], [0.028, -0.006, 0.016], [0.037, 0.033, -0.031], [0.038, 0.034, 0.013], [-0.033, 0.006, -0.013], [0.011, 0.014, 0.013], [-0.011, 0.018, 0.015], [-0.012, 0.009, 0.009], [0.060, -0.044, -0.148], [-0.028, -0.012, 0.025], [0.011, 0.051, -0.048], [0.018, 0.018, 0.072], [-0.021, -0.001, -0.005], [-0.008, -0.005, -0.023], [0.012, -0.008, 0.001], [-0.005, 0.009, -0.013], [0.013, 0.015, 0.013], [0.034, 0.029, -0.003]], "lowdin_charge": [0.91, -0.28, 0.66, 0.66, 0.55, 0.13, -0.12, 0.03, 0.51, -0.06, -0.40, -0.30, -0.26, -0.28, -0.44, -0.28, -0.29, -0.36, 0.12, -0.03, -0.07, -0.07, -0.21, -0.19, -0.05, -0.04, -0.05, -0.20, -0.01, -0.19, -1.31, -0.04, -0.11, -0.26, -0.01, -0.17, -0.11, -0.32, 0.14, 0.10, 0.09, 0.05, 0.11, 0.12, 0.06, 0.11, 0.06, 0.12, 0.11, -0.03, 0.08, 0.08, 0.14, 0.10, 0.07, 0.10, 0.11, 0.10, 0.08]}

***

No. 2
{"formula": "C18H21Cl4FO2", "method": "ωB97M-V/def2-TZVPD", "homo_lumo_gap_ev": 8.10, "smiles": "CC[C@@H](Cl)C1=C(CCCCl)C(=O)C(/C(Cl)=C(/C)Cl)=C(C[C@H](C)F)C1=O", "e_lumo_ev": -1.3, "fmax_ha_per_bohr": 0.0174, "elements": ["Cl", "Cl", "Cl", "Cl", "F", "O", "O", "C", "C", "C", "C", "C", "C", "C", "C", "C", "C", "C", "C", "C", "C", "C", "C", "C", "C", "H", "H", "H", "H", "H", "H", "H", "H", "H", "H", "H", "H", "H", "H", "H", "H", "H", "H", "H", "H", "H"], "positions_angstrom": [[1.2355, -2.6001, 1.6793], [5.9248, 1.9855, 0.0714], [-0.6316, 3.1854, 1.8791], [-1.8554, 3.5175, -2.2003], [-3.9148, -0.1973, 2.6579], [1.0521, 1.9159, -1.7769], [-1.9439, -1.6179, -1.0543], [-0.9815, 2.8845, 0.2066], [2.6416, -0.2820, -0.5030], [0.5515, 1.1728, -0.9583], [1.8997, -4.7004, -0.4589], [0.5753, -2.5739, -0.0068], [-1.4423, 3.8700, -0.5692], [0.2740, -1.1486, -0.3770], [-3.3804, -0.6133, 1.4323], [-1.6774, 5.2673, -0.0872], [-1.1781, -0.8374, -0.5216], [1.4255, -3.3461, -1.0076], [4.6591, 0.8086, 0.5356], [-1.5955, 0.5023, 0.0003], [3.3641, 1.0547, -0.2334], [-2.9079, 0.6565, 0.7129], [-0.7247, 1.4993, -0.2388], [1.1511, -0.1522, -0.5935], [-4.4708, -1.3532, 0.7028], [-3.6742, 0.9346, -0.0057], [1.2056, -5.0798, 0.2792], [0.7566, -3.5703, -1.8318], [-1.8581, 5.9196, -0.9304], [2.9046, -0.9610, 0.2989], [3.6230, 1.5373, -1.1642], [-2.5494, -1.2645, 1.6902], [-4.6269, -2.3368, 1.1301], [2.2569, -2.7602, -1.3665], [-4.2187, -1.4536, -0.3456], [-0.8477, 5.5975, 0.5201], [-5.3946, -0.7911, 0.7747], [-0.3732, -3.0872, 0.0704], [5.0414, -0.1814, 0.3256], [-2.5715, 5.2675, 0.5308], [4.5240, 0.9342, 1.5987], [-2.8128, 1.4087, 1.4821], [1.9305, -5.4350, -1.2542], [2.7286, 1.7039, 0.3548], [2.8789, -4.6014, -0.0112], [3.0270, -0.6791, -1.4375]], "forces_ev_per_angstrom": [[0.104, 0.050, 0.007], [0.081, 0.005, 0.023], [0.101, 0.037, 0.090], [-0.076, -0.038, -0.219], [-0.014, 0.027, 0.280], [-0.146, -0.294, 0.578], [0.197, 0.234, 0.451], [-0.112, 0.183, -0.812], [0.173, 0.816, -0.110], [0.127, 0.302, -0.375], [-0.114, 0.368, -0.269], [0.079, 0.123, -0.265], [0.293, -0.208, 0.765], [0.355, 0.296, -0.023], [-0.283, 0.234, -0.025], [-0.359, -0.435, -0.271], [-0.112, -0.015, -0.328], [-0.223, -0.681, 0.535], [-0.140, 0.192, -0.264], [0.426, 0.338, -0.140], [0.280, -0.480, 0.198], [0.111, -0.716, -0.200], [-0.625, -0.350, 0.340], [-0.389, -0.668, 0.114], [0.102, -0.109, -0.105], [-0.147, 0.329, -0.057], [-0.117, -0.076, 0.268], [-0.102, 0.338, -0.356], [0.144, 0.235, -0.067], [-0.175, -0.387, 0.066], [-0.235, 0.250, -0.188], [0.205, -0.104, -0.028], [-0.074, -0.161, 0.068], [0.196, 0.164, -0.157], [0.077, -0.138, -0.136], [0.212, 0.221, 0.060], [-0.181, 0.185, 0.074], [-0.158, -0.166, 0.125], [0.250, -0.132, -0.002], [-0.136, 0.110, 0.166], [-0.038, -0.153, 0.283], [0.000, 0.429, 0.011], [0.239, -0.109, -0.188], [-0.087, 0.351, 0.003], [0.172, -0.163, 0.205], [0.118, -0.232, -0.124]], "lowdin_charge": [0.66, 0.54, 0.75, 0.75, -0.03, 0.13, 0.13, -0.66, -0.13, -0.28, -0.11, -0.60, -0.72, -0.13, -0.36, -0.12, -0.28, -0.24, -0.58, -0.06, -0.25, -0.05, -0.16, -0.07, -0.03, 0.14, 0.06, 0.12, 0.07, 0.09, 0.09, 0.14, 0.08, 0.09, 0.07, 0.07, 0.09, 0.10, 0.07, 0.09, 0.07, 0.11, 0.07, 0.11, 0.07, 0.13]}

***

No. 3
{"formula": "C18H21ClN2O", "method": "ωB97M-V/def2-TZVPD", "homo_lumo_gap_ev": 8.56, "smiles": "O[C@@H](CN1CCN(c2ccccc2Cl)CC1)c1ccccc1", "e_lumo_ev": 0.8, "fmax_ha_per_bohr": 0.0107, "elements": ["Cl", "O", "N", "N", "C", "C", "C", "C", "C", "C", "C", "C", "C", "C", "C", "C", "C", "C", "C", "C", "C", "C", "H", "H", "H", "H", "H", "H", "H", "H", "H", "H", "H", "H", "H", "H", "H", "H", "H", "H", "H", "H", "H"], "positions_angstrom": [[4.4081, -2.2237, -0.0351], [-2.1163, -1.7826, -1.3602], [2.3729, -0.0321, 0.3395], [-0.3048, -0.8468, 1.0051], [-5.4226, 0.7995, -1.4051], [5.9530, -0.1150, -0.5865], [3.9766, 1.7527, -0.1215], [1.5055, 0.8750, 1.0594], [4.6768, -0.5226, -0.2491], [-4.2143, 0.1270, -1.3552], [-5.8171, 0.2578, 0.8950], [0.4874, 0.0297, 1.8416], [1.6099, -0.8545, -0.5843], [0.5736, -1.6718, 0.1933], [-3.8001, -0.4880, -0.1813], [-4.6106, -0.4164, 0.9445], [3.6408, 0.3978, -0.0290], [5.2560, 2.1641, -0.4404], [-6.2264, 0.8661, -0.2804], [6.2493, 1.2335, -0.6872], [-2.4677, -1.1978, -0.1198], [-1.3632, -0.1919, 0.2647], [7.2482, 1.5484, -0.9447], [-4.2899, -0.8917, 1.8606], [-1.0296, 0.2920, -0.6644], [-2.8312, -2.3647, -1.6396], [1.0968, -2.3559, 0.8676], [-1.8045, 0.5704, 0.9111], [0.9712, 1.5634, 0.3830], [3.2124, 2.4959, 0.0451], [5.4734, 3.2198, -0.5074], [-0.0327, -2.2489, -0.5033], [1.0982, -0.2136, -1.3216], [6.7179, -0.8587, -0.7491], [-7.1701, 1.3897, -0.3186], [2.1005, 1.4601, 1.7629], [-5.7360, 1.2738, -2.3237], [2.2726, -1.5236, -1.1285], [1.0380, -0.6060, 2.5419], [-6.4421, 0.3065, 1.7746], [-0.1777, 0.6812, 2.4125], [-3.5819, 0.0733, -2.2296], [-2.5001, -1.9715, 0.6632]], "forces_ev_per_angstrom": [[0.037, -0.159, 0.083], [0.074, -0.101, -0.317], [-0.121, -0.095, 0.230], [-0.011, 0.043, 0.139], [-0.058, 0.065, -0.034], [0.019, 0.069, -0.047], [-0.165, -0.110, -0.033], [-0.156, -0.127, 0.315], [-0.013, 0.061, -0.058], [0.090, -0.035, -0.018], [-0.053, 0.033, 0.094], [0.129, 0.260, -0.012], [-0.237, -0.235, -0.111], [0.175, -0.106, -0.251], [-0.001, -0.156, -0.140], [0.070, -0.009, -0.065], [0.322, 0.105, -0.054], [0.107, 0.030, -0.023], [-0.092, 0.056, -0.011], [0.011, 0.006, 0.004], [-0.045, 0.345, 0.425], [-0.203, -0.426, 0.010], [0.097, 0.025, -0.019], [0.019, -0.077, 0.112], [-0.074, 0.107, -0.005], [0.008, 0.000, 0.018], [0.067, -0.026, -0.089], [0.047, -0.025, -0.058], [0.072, 0.055, 0.020], [-0.100, 0.042, 0.023], [0.012, 0.085, -0.004], [0.080, -0.057, 0.042], [0.058, -0.017, -0.014], [0.033, -0.084, 0.000], [-0.078, 0.036, -0.002], [-0.042, 0.030, -0.047], [-0.031, 0.041, -0.070], [-0.082, 0.063, -0.006], [0.040, 0.112, 0.034], [-0.056, -0.001, 0.068], [0.005, -0.007, 0.016], [0.039, -0.016, -0.073], [0.004, 0.200, -0.072]], "lowdin_charge": [0.71, -0.04, -0.12, -0.16, -0.08, -0.12, -0.02, -0.16, -0.57, -0.03, -0.08, -0.17, -0.16, -0.15, -0.19, -0.04, -0.25, -0.09, -0.09, -0.10, -0.33, -0.13, 0.10, 0.12, 0.13, 0.11, 0.12, 0.13, 0.13, 0.10, 0.10, 0.11, 0.13, 0.10, 0.10, 0.13, 0.10, 0.08, 0.13, 0.10, 0.12, 0.12, 0.15]}

***

No. 4
{"formula": "C18H21CoN4O3", "method": "ωB97M-V/def2-TZVPD", "spin_multiplicity": 2, "homo_lumo_gap_ev": [6.23, 6.27], "e_lumo_ev": [-3.6, -3.6], "fmax_ha_per_bohr": 0.0589, "charge": 1, "elements": ["Co", "O", "O", "O", "N", "N", "N", "N", "C", "C", "C", "C", "C", "C", "C", "C", "C", "C", "C", "C", "C", "C", "C", "C", "C", "C", "H", "H", "H", "H", "H", "H", "H", "H", "H", "H", "H", "H", "H", "H", "H", "H", "H", "H", "H", "H", "H"], "positions_angstrom": [[-0.6131, 0.3919, -0.5481], [1.1572, 0.3434, -0.1006], [3.4182, -0.7822, -0.0430], [-2.2947, 0.7314, -0.8247], [-0.2606, -4.7150, -0.3655], [-0.3083, 2.3449, -0.0515], [-0.8375, -1.9053, -0.4170], [0.9910, 2.5876, 0.1484], [-0.3585, -2.5457, 0.7957], [-0.7722, -4.0232, 0.8523], [-0.7738, -4.0681, -1.6064], [-3.5934, 3.6154, 0.9721], [-4.9391, 3.3160, 0.9321], [-2.6370, 2.7874, 0.3661], [1.7445, 1.5366, 0.0188], [-3.1068, 1.6066, -0.2996], [5.9679, 1.7741, 0.3046], [-1.2418, 3.0627, 0.5127], [3.8345, 2.8614, 0.1636], [5.3552, 0.5422, 0.2085], [5.2065, 2.9381, 0.2702], [3.1927, 1.6197, 0.0750], [3.9761, 0.4460, 0.0766], [-4.4852, 1.3437, -0.3400], [-5.3928, 2.1850, 0.2589], [-0.3527, -2.5918, -1.6008], [0.7324, -2.4525, 0.8324], [-0.7481, -2.0969, -2.4904], [7.0409, 1.8292, 0.4084], [0.7685, -4.6518, -0.3677], [5.6942, 3.9003, 0.3327], [-0.5196, -5.7083, -0.3479], [-5.6450, 3.9557, 1.4358], [2.4464, -0.6013, -0.0952], [5.9170, -0.3772, 0.2317], [-0.7619, -2.0231, 1.6653], [-3.2645, 4.5033, 1.4937], [-1.8615, -4.1158, 0.8704], [-1.8552, -1.8611, -0.4210], [-0.3613, -4.4986, 1.7434], [3.2223, 3.7509, 0.1471], [-4.8015, 0.4489, -0.8575], [-6.4460, 1.9610, 0.2209], [0.7394, -2.5077, -1.6259], [-0.9405, 3.8755, 1.1674], [-1.8637, -4.1556, -1.6180], [-0.3688, -4.5759, -2.4822]], "forces_ev_per_angstrom": [[1.325, 2.034, 1.128], [1.087, -1.012, -0.406], [-0.087, -0.064, 0.061], [-1.533, -1.659, -0.775], [0.220, -0.398, -0.001], [-2.165, -2.113, 0.160], [-0.253, 1.154, -0.288], [1.902, 1.039, 0.162], [-0.075, -0.135, 0.222], [-0.038, 0.673, 0.667], [-0.013, 0.634, -0.725], [-0.003, -0.106, -0.011], [-0.050, 0.240, 0.091], [-0.895, -0.922, -0.303], [-1.703, 0.652, 0.340], [-0.225, 1.145, 0.699], [-0.198, -0.072, -0.008], [1.279, -0.427, -0.517], [-0.026, -0.160, -0.010], [0.004, -0.158, -0.038], [0.029, 0.197, 0.006], [0.532, -0.322, 0.127], [-0.157, 0.382, 0.006], [0.257, -0.014, -0.241], [0.365, 0.119, 0.089], [-0.159, -0.285, -0.216], [-0.057, 0.037, 0.032], [0.080, -0.143, 0.033], [0.090, 0.013, -0.009], [-0.277, -0.190, 0.008], [-0.027, 0.040, 0.009], [0.177, 0.195, 0.004], [-0.066, 0.144, 0.012], [0.193, -0.170, -0.032], [0.151, -0.099, -0.011], [0.076, -0.111, -0.037], [0.071, 0.066, 0.056], [0.138, -0.118, -0.112], [-0.018, 0.069, -0.021], [0.004, -0.115, -0.142], [-0.005, 0.043, 0.017], [-0.033, -0.044, -0.035], [-0.157, -0.038, 0.010], [-0.054, 0.031, -0.054], [0.139, 0.207, -0.216], [0.142, -0.108, 0.115], [0.010, -0.130, 0.154]], "lowdin_charge": [0.69, -0.18, 0.03, -0.18, 0.06, -0.05, -0.09, 0.08, -0.16, -0.09, -0.09, -0.04, -0.09, -0.14, -0.35, -0.32, -0.07, -0.01, -0.02, -0.01, -0.08, -0.09, -0.26, -0.02, -0.07, -0.16, 0.13, 0.14, 0.11, 0.20, 0.10, 0.19, 0.10, 0.04, 0.12, 0.15, 0.11, 0.14, 0.13, 0.14, 0.11, 0.11, 0.11, 0.14, 0.14, 0.15, 0.14]}